1.
{
  "formula": "C30H43Cl3N5NdO3Si",
  "method": "wB97M-V/def2-TZVPD",
  "symbols": ["C", "C", "H", "H", "H", "C", "C", "H", "H", "H", "H", "Nd", "Cl", "Cl", "H", "H", "C", "C", "N", "H", "C", "O", "H", "H", "H", "H", "H", "H", "C", "C", "N", "H", "C", "O", "H", "H", "H", "H", "O", "C", "C", "C", "H", "C", "H", "C", "H", "C", "C", "H", "H", "H", "Si", "Cl", "C", "C", "C", "H", "H", "H", "H", "H", "H", "H", "H", "H", "N", "C", "C", "C", "C", "C", "C", "C", "N", "C", "C", "N", "C", "H", "H", "H", "H", "H", "H", "H"],
  "xyz": [[-2.198, -2.152, -5.120], [-1.446, -2.505, -3.880], [-2.595, -3.120, -5.558], [-1.531, -1.765, -5.900], [-3.075, -1.457, -4.971], [-0.565, -3.538, -3.953], [-0.451, -4.378, -5.104], [-0.154, -3.921, -3.020], [0.064, -3.876, -5.917], [-1.355, -4.782, -5.533], [0.189, -5.214, -4.854], [1.291, 1.472, 0.658], [-1.484, 1.537, 0.774], [2.092, 3.677, -0.600], [1.200, 6.387, 3.553], [-1.162, 6.602, 2.970], [1.407, 5.805, 2.644], [-0.927, 6.080, 2.021], [0.188, 5.189, 2.215], [2.173, 5.055, 2.820], [0.085, 3.845, 2.123], [0.943, 3.027, 2.449], [-1.817, 5.506, 1.689], [-0.930, 3.548, 1.722], [1.747, 6.521, 1.886], [-0.702, 6.862, 1.263], [2.211, -0.552, -3.497], [2.502, -3.439, -2.936], [3.098, -0.639, -2.848], [3.239, -3.022, -2.243], [2.891, -1.670, -1.825], [3.257, 0.329, -2.378], [3.007, -1.396, -0.497], [3.026, -0.195, -0.047], [3.262, -3.666, -1.348], [3.092, -2.227, 0.162], [3.961, -0.909, -3.473], [4.245, -3.015, -2.721], [-0.792, -0.742, -3.311], [-1.734, -1.686, -2.611], [-0.045, -2.772, -1.058], [-1.358, -2.300, -1.252], [0.708, -2.544, -1.856], [0.366, -3.468, 0.075], [-2.793, -1.148, -2.566], [-2.188, -2.383, -0.102], [1.399, -3.812, 0.163], [-0.606, -3.792, 1.040], [-1.783, -3.102, 1.047], [-3.153, -1.872, -0.086], [-0.331, -4.440, 1.851], [-2.411, -3.117, 1.922], [-0.844, 0.953, -3.702], [0.504, 0.195, -1.288], [0.895, 1.729, -3.982], [-1.834, 2.267, -2.736], [-1.706, 0.813, -5.333], [1.606, 1.757, -3.141], [0.760, 2.797, -4.258], [1.419, 1.227, -4.816], [-1.196, 0.058, -5.925], [-1.627, 1.815, -5.797], [-2.770, 0.545, -5.289], [-2.430, 1.924, -1.878], [-2.552, 2.728, -3.462], [-1.205, 3.091, -2.355], [-1.076, 1.804, 10.663], [-0.918, 1.302, 9.599], [-0.728, 0.715, 8.289], [-1.244, 1.342, 7.149], [-0.957, 0.827, 5.884], [-0.166, -0.306, 5.766], [0.293, -0.992, 6.884], [-0.004, -0.492, 8.159], [0.287, -0.679, 4.499], [1.119, -1.786, 4.194], [1.455, -1.623, 2.871], [0.895, -0.465, 2.370], [0.151, 0.044, 3.363], [-1.865, 2.242, 7.267], [-1.349, 1.349, 5.021], [0.900, -1.885, 6.802], [0.336, -1.021, 9.077], [1.391, -2.517, 4.889], [2.087, -2.312, 2.255], [-0.443, 0.924, 3.256]],
  "atomic_forces_ev_per_a": [[-1.398, -0.817, -0.690], [-0.920, -2.695, 0.669], [0.150, 1.052, 0.454], [-0.275, -0.037, 0.267], [1.120, -0.773, -0.088], [-2.056, 1.552, 2.746], [1.560, -1.013, -1.735], [-0.026, 0.131, -0.356], [0.104, 0.147, -0.492], [-0.615, -0.067, 0.029], [0.114, -0.424, -0.089], [0.179, -0.291, -0.274], [0.040, 0.013, 0.477], [0.003, -0.112, 0.127], [0.233, -0.195, -0.007], [0.064, -0.304, -0.409], [0.377, 0.774, 0.239], [-0.865, 0.276, -0.389], [0.439, -1.520, 0.090], [-0.047, 0.054, -0.001], [-2.511, 2.491, -0.259], [0.578, -0.263, 0.325], [0.559, 0.377, 0.208], [1.071, -0.044, 0.433], [0.045, -0.238, 0.034], [-0.025, -0.591, 0.381], [0.312, -0.185, 0.363], [0.090, 0.200, -0.001], [-0.541, 0.141, -0.254], [0.236, -0.395, 0.205], [1.414, -0.083, 1.405], [0.012, -0.142, 0.040], [-0.146, 4.111, -1.640], [0.283, -2.727, -0.229], [0.062, 0.136, -0.459], [-0.027, -0.817, 0.472], [-0.117, -0.005, 0.276], [-0.636, -0.111, 0.275], [-0.259, 2.158, 1.384], [-0.303, 1.487, -1.848], [0.960, 0.231, -0.838], [0.453, 0.193, 0.934], [-0.988, -0.200, 0.974], [-1.041, -0.350, -0.589], [2.024, -1.458, -0.105], [0.300, 0.229, -0.793], [-0.373, -0.118, -0.044], [1.754, 0.643, 0.065], [-0.948, 0.411, -1.140], [0.237, -0.146, -0.098], [0.018, -0.089, 0.405], [-0.306, -0.173, -0.032], [0.194, -0.220, 0.891], [-0.093, 0.012, -0.107], [0.050, -0.028, -0.418], [-0.533, 0.117, -0.132], [-0.043, 0.934, -0.522], [-0.630, -0.144, -0.154], [-0.136, -0.600, -0.074], [-0.203, 0.247, 0.108], [0.033, 0.348, -0.306], [-0.057, -0.447, -0.158], [0.334, 0.192, 0.148], [0.231, -0.091, -0.235], [0.492, -0.348, 0.444], [-0.007, -0.463, -0.134], [0.599, -1.821, -3.812], [-0.682, 1.592, 3.382], [0.216, -0.559, 0.015], [-0.003, 0.019, -0.053], [-0.470, 0.515, 0.875], [0.192, 0.252, 0.299], [-0.354, 0.390, 1.112], [0.025, 0.051, 0.165], [0.585, -1.271, -0.957], [-0.637, 1.907, -1.793], [0.529, -0.539, 0.312], [-0.859, 0.084, 1.017], [1.443, -1.036, -0.773], [0.413, -0.474, -0.149], [0.070, -0.139, 0.047], [-0.090, 0.109, -0.040], [-0.214, 0.512, -0.913], [0.197, -0.797, 0.769], [-0.791, 0.999, 0.734], [-0.170, 0.276, -0.006]],
  "lowdin_spin": [0.0000, 0.0000, 0.0000, 0.0000, 0.0000, -0.0001, 0.0000, 0.0000, 0.0000, 0.0000, 0.0000, 3.0309, -0.0051, -0.0072, 0.0000, 0.0000, 0.0000, 0.0000, -0.0003, 0.0000, 0.0001, -0.0028, 0.0000, 0.0001, 0.0000, 0.0000, 0.0000, 0.0000, 0.0000, 0.0000, -0.0003, 0.0000, 0.0003, -0.0009, 0.0000, 0.0001, 0.0000, 0.0000, -0.0007, 0.0000, 0.0000, -0.0001, 0.0000, 0.0000, 0.0000, 0.0000, 0.0000, 0.0000, 0.0000, 0.0000, 0.0000, 0.0000, -0.0002, -0.0099, -0.0001, 0.0000, 0.0000, 0.0000, 0.0000, 0.0000, 0.0000, 0.0000, 0.0000, -0.0001, 0.0000, 0.0000, 0.0000, 0.0000, 0.0000, 0.0000, 0.0000, 0.0000, 0.0000, 0.0000, 0.0001, -0.0001, 0.0000, -0.0038, 0.0002, 0.0000, 0.0000, 0.0000, 0.0000, 0.0000, 0.0000, 0.0002],
  "fmax_ev_per_a": 4.4,
  "spin_multiplicity": 4,
  "de_lowest_kcal_mol": 74.6,
  "e_tot_ha": -3900.0846,
  "gap_ev": [6.90, 6.90]
}

***

2.
{
  "formula": "C30H43F5GdP2S",
  "method": "wB97M-V/def2-TZVPD",
  "symbols": ["Gd", "C", "C", "C", "C", "C", "C", "H", "H", "H", "C", "H", "H", "H", "C", "H", "H", "H", "C", "H", "H", "H", "C", "H", "H", "H", "C", "C", "C", "C", "C", "C", "C", "C", "H", "H", "H", "H", "H", "H", "H", "H", "H", "H", "H", "H", "P", "P", "C", "C", "H", "H", "H", "H", "C", "H", "H", "H", "C", "H", "H", "H", "C", "H", "H", "H", "C", "H", "H", "H", "F", "C", "C", "F", "C", "F", "C", "S", "C", "F", "C", "F"],
  "xyz": [[0.514, -0.722, 1.580], [-0.339, 2.473, 1.954], [-1.334, 1.706, 1.319], [-0.843, 0.693, 3.350], [-0.058, 1.881, 3.203], [-1.696, 0.609, 2.185], [0.145, 3.784, 1.465], [-0.660, 4.549, 1.538], [0.505, 3.740, 0.415], [0.974, 4.132, 2.102], [0.735, 2.562, 4.249], [1.800, 2.329, 4.141], [0.432, 2.280, 5.264], [0.660, 3.658, 4.196], [-0.743, -0.294, 4.500], [0.043, 0.012, 5.220], [-0.483, -1.316, 4.126], [-1.686, -0.351, 5.092], [-2.879, -0.284, 2.027], [-3.195, -0.783, 2.955], [-2.615, -1.075, 1.318], [-3.779, 0.176, 1.592], [-2.069, 2.220, 0.141], [-2.538, 3.195, 0.409], [-2.859, 1.568, -0.278], [-1.361, 2.472, -0.659], [1.491, 1.607, -2.925], [0.946, 2.665, -3.547], [-0.517, 2.778, -3.851], [-1.159, 1.635, -4.721], [-2.073, 0.701, -4.006], [-1.591, -0.142, -3.088], [-0.336, 0.238, -2.272], [0.960, 0.242, -3.012], [-0.781, 3.725, -4.365], [-0.341, 1.087, -5.209], [-1.066, 2.817, -2.890], [0.820, -0.131, -4.031], [2.494, 1.635, -2.570], [1.546, 3.548, -3.795], [1.710, -0.394, -2.541], [-0.558, 1.204, -1.803], [-2.065, -1.064, -2.739], [-0.262, -0.430, -1.398], [-1.724, 2.093, -5.550], [-3.138, 0.719, -4.245], [0.283, -3.042, -1.426], [-1.112, -3.191, 1.172], [-0.578, -4.677, -1.181], [-0.707, -4.865, 0.326], [0.019, -5.475, -1.650], [-1.551, -4.658, -1.702], [-1.465, -5.618, 0.600], [0.251, -5.196, 0.753], [-1.700, -3.991, 2.729], [-2.233, -3.258, 3.349], [-0.825, -4.362, 3.282], [-2.368, -4.846, 2.528], [-2.757, -2.959, 0.296], [-3.218, -3.899, -0.038], [-2.640, -2.303, -0.579], [-3.483, -2.487, 0.972], [2.010, -3.707, -1.443], [2.660, -2.875, -1.122], [2.298, -4.036, -2.460], [2.109, -4.549, -0.734], [-0.080, -3.018, -3.253], [0.049, -4.032, -3.664], [0.580, -2.310, -3.775], [-1.129, -2.708, -3.389], [4.777, 4.472, -0.119], [4.215, 3.481, 0.598], [4.458, 3.355, 1.960], [5.158, 4.318, 2.601], [3.990, 2.242, 2.625], [4.245, 2.149, 3.945], [3.249, 1.222, 1.979], [2.853, -0.316, 2.745], [2.891, 1.483, 0.652], [1.887, 0.631, 0.047], [3.423, 2.550, -0.057], [3.412, 2.730, -1.409]],
  "atomic_forces_ev_per_a": [[-0.671, -0.768, -1.016], [0.541, 0.277, 0.895], [-0.911, 0.584, -1.774], [1.142, -0.965, 2.071], [0.272, 1.985, 0.058], [-1.417, -2.043, -0.089], [0.544, 0.399, 0.178], [0.353, -0.480, -0.184], [-0.329, -0.007, 0.503], [-0.266, -0.048, -0.385], [0.246, 0.291, 0.505], [-0.061, -0.096, 0.123], [0.060, -0.116, -0.245], [-0.068, -0.340, -0.130], [-0.094, 0.845, -0.101], [-0.338, -0.163, -0.554], [-0.352, 0.234, 0.170], [0.419, -0.197, -0.523], [-0.205, 0.137, 0.031], [0.310, 0.194, -0.141], [-0.156, 0.469, 0.198], [0.177, 0.283, 0.087], [-0.416, 0.408, -0.225], [0.024, -0.462, -0.167], [0.526, 0.183, 0.355], [-0.187, -0.015, 0.071], [0.983, 0.936, -2.454], [0.188, 0.212, 0.654], [-1.183, 0.145, -0.720], [0.161, 1.247, -0.406], [-0.100, -0.936, 0.351], [0.331, 0.411, 1.212], [-1.749, -1.310, 0.488], [0.085, -0.302, 0.663], [0.527, -0.399, 0.375], [-0.343, 0.020, 0.142], [0.168, 0.098, -0.404], [0.189, 0.270, 0.060], [0.305, 0.234, -0.434], [-0.117, -0.179, 0.682], [-0.186, -0.382, 0.046], [0.296, -0.196, -0.430], [-0.685, 0.714, 0.015], [-0.194, -0.078, -0.298], [0.251, -0.066, 0.348], [0.346, -0.551, -0.514], [0.032, -1.279, -1.574], [-1.548, -2.407, -0.248], [-0.016, 0.276, 0.234], [0.286, 0.371, 0.329], [-0.185, 0.243, 0.135], [0.270, 0.075, 0.362], [0.217, 0.445, 0.029], [-0.182, -0.012, -0.096], [-0.141, 0.117, 0.240], [0.139, -0.208, 0.008], [-0.237, 0.138, -0.052], [0.236, 0.417, 0.036], [-0.213, 0.150, 0.036], [0.412, 0.072, 0.125], [-0.032, -0.145, 0.181], [0.199, -0.382, -0.307], [0.303, 0.470, 0.148], [0.101, -0.556, -0.193], [-0.132, 0.112, 0.547], [0.028, 0.439, -0.294], [0.051, 0.355, 0.079], [0.055, 0.378, 0.135], [-0.304, -0.259, 0.061], [0.500, -0.164, -0.114], [0.153, -0.915, 0.606], [-0.773, 1.015, -1.997], [0.653, -0.900, 2.778], [-0.632, -0.302, -0.240], [1.048, 1.554, 0.448], [-0.230, -0.081, -0.505], [-0.867, -1.816, 2.800], [1.789, 1.392, -0.089], [0.529, 0.523, -3.786], [0.118, 0.985, 0.380], [0.083, -0.526, -0.448], [-0.125, -0.046, 1.154]],
  "lowdin_spin": [1.9476, 0.3235, 0.4793, 0.5041, 0.3636, 0.5266, 0.0400, 0.0172, 0.0092, 0.0007, 0.0527, 0.0213, 0.0028, 0.0077, 0.1057, 0.0008, 0.0470, 0.0252, 0.1009, 0.0022, 0.0360, 0.0210, 0.0737, 0.0298, 0.0002, 0.0173, 0.0018, 0.0009, 0.0008, 0.0002, 0.0005, 0.0012, 0.0124, 0.0016, 0.0000, 0.0000, 0.0005, 0.0001, 0.0014, 0.0001, 0.0010, 0.0012, 0.0001, 0.0148, 0.0000, 0.0001, 0.0210, 0.0671, 0.0029, 0.0069, 0.0005, 0.0002, 0.0007, 0.0004, 0.0041, 0.0017, 0.0018, -0.0001, 0.0117, 0.0016, 0.0005, 0.0019, 0.0024, 0.0019, 0.0000, 0.0001, 0.0030, 0.0006, 0.0001, 0.0001, 0.0874, 0.2783, 0.1214, 0.0225, 0.1182, 0.0262, 0.3786, 0.5139, 0.3419, 0.1217, 0.0549, 0.0089],
  "charge": 1,
  "fmax_ev_per_a": 3.9,
  "spin_multiplicity": 8,
  "de_lowest_kcal_mol": 254.4,
  "e_tot_ha": -3514.0272,
  "gap_ev": [5.08, 5.14]
}